[1]
The following is a DFT calculation (ωB97M-V/def2-TZVPD) of the ion C4H8F2N3 with charge +1.

CARTESIAN COORDINATES (ANGSTROEM)
H (1.328, -1.960, -1.454)
H (-0.030, 2.371, 0.050)
C (0.563, 2.376, -0.857)
N (0.977, 0.030, -0.779)
N (1.182, 1.153, -1.129)
H (-1.980, -0.586, 2.697)
C (-1.763, -0.573, 1.620)
C (1.863, -1.100, -1.237)
C (-0.566, -0.063, 1.145)
F (0.077, 0.836, 1.865)
H (-2.617, -0.025, 1.079)
H (2.307, -0.602, -2.111)
H (-0.078, 2.405, -1.787)
H (-1.834, -1.657, 1.280)
N (-0.149, -0.418, -0.148)
F (1.515, 3.338, -0.911)
H (2.780, -1.248, -0.561)

Calculated values
* LUMO level: -5.33 eV
* structure (SMILES): C/C(F)=N/[N+](C)=N\CF
* orbital gap: 0.381 hartree
* net charge: +1

Just the natural (NBO) charges please, in e? Sure, here they are: 0.25, 0.19, 0.15, 0.20, -0.03, 0.29, -0.78, -0.42, 0.75, -0.27, 0.31, 0.25, 0.23, 0.30, -0.40, -0.29, 0.27

=====

[2]
The following is a DFT calculation (ωB97M-V/def2-TZVPD) of the molecule C5H12N2.

CARTESIAN COORDINATES (ANGSTROEM)
C (-1.094, 0.473, 1.359)
N (-0.793, 0.490, 2.794)
C (0.121, 0.272, -0.909)
H (0.957, -2.889, -0.851)
H (-0.809, 2.129, -1.185)
H (-1.681, -0.429, 1.207)
C (0.200, 0.422, 0.583)
H (0.465, -0.892, -2.496)
H (0.693, 1.384, 0.749)
H (-1.721, 1.325, 1.073)
H (1.754, -1.693, 0.069)
C (-0.425, 1.234, -1.652)
H (2.323, -2.019, -1.522)
H (0.035, 1.036, 3.018)
C (1.404, -1.897, -0.938)
H (-0.704, 1.098, -2.694)
H (0.901, -0.272, 1.044)
N (0.504, -0.927, -1.492)
H (-1.537, 0.970, 3.296)

Calculated values
* LUMO level: 1.08 eV
* structure (SMILES): C=C(CCN)NC
* orbital gap: 0.322 hartree

Just the natural (NBO) charges please, in e? Sure, here they are: -0.20, -0.84, 0.22, 0.19, 0.20, 0.19, -0.46, 0.38, 0.22, 0.17, 0.20, -0.55, 0.19, 0.35, -0.41, 0.19, 0.21, -0.61, 0.35